Here is a structure of composition C27H30AsN7O2S2Tc at a distorted geometry from the OMol25 dataset. Energies are from wB97M-V/def2-TZVPD.

Element x y z (Å)
Tc1 -0.1145 0.7670 -0.6193
O1 0.4519 1.8183 0.9063
C1 1.5896 2.3400 1.2409
C2 1.6617 3.1914 2.3629
C3 2.8488 3.7506 2.7673
C4 4.0323 3.4755 2.0770
C5 4.0051 2.6523 0.9767
C6 2.8028 2.0860 0.5083
C7 2.8399 1.3211 -0.6828
N1 1.8055 0.7600 -1.2620
N2 2.0371 0.0753 -2.3760
C8 0.9364 -0.4421 -2.8953
O2 -0.2086 -0.1787 -2.3746
C9 1.0770 -1.3885 -3.9853
C10 2.3340 -1.6119 -4.5571
C11 2.4957 -2.6423 -5.4580
C12 1.4149 -3.4457 -5.7999
C13 0.1622 -3.2104 -5.2492
C14 -0.0159 -2.1815 -4.3489
H1 0.7427 3.4091 2.8833
H2 2.8634 4.4016 3.6268
H3 4.9598 3.9218 2.3956
H4 4.9191 2.4371 0.4434
H5 3.8027 1.1792 -1.1661
H6 3.1561 -0.9735 -4.2726
H7 3.4668 -2.8352 -5.8844
H8 1.5522 -4.2632 -6.4898
H9 -0.6698 -3.8446 -5.5084
H10 -0.9773 -1.9899 -3.8949
N3 -4.1570 1.8888 -0.6319
C15 -4.4390 0.8017 0.1609
C16 -5.6296 0.3082 0.6748
C17 -5.5623 -0.8488 1.4221
C18 -4.3443 -1.4942 1.6577
C19 -3.1546 -1.0000 1.1676
C20 -3.1993 0.1642 0.4007
N4 -2.2145 0.8779 -0.2422
C21 -2.8239 1.8909 -0.8528
C22 -2.0432 2.7882 -1.6606
C23 -2.4028 3.8256 -2.4779
S1 -1.0382 4.4451 -3.3024
C24 -0.0555 3.2964 -2.5089
N5 -0.6977 2.5149 -1.6873
H11 -4.8294 2.5377 -1.0080
H12 -6.5664 0.8057 0.4918
H13 -6.4653 -1.2742 1.8291
H14 -4.3377 -2.4078 2.2304
H15 -2.2232 -1.5161 1.3417
H16 -3.3781 4.2342 -2.6451
H17 1.0031 3.2215 -2.6801
N6 -1.1099 0.3833 4.6297
N7 -0.9325 0.7813 3.2736
H18 -2.0095 0.6642 5.0222
H19 -0.3745 0.8028 5.1909
H20 -0.9810 1.7899 3.1366
H21 -1.6629 0.3499 2.7145
C25 1.3507 -1.4826 3.5799
As1 1.1735 -2.3769 1.8605
C26 0.1615 -4.0097 2.1597
C27 2.9535 -2.9361 1.2928
S2 0.0887 -1.5197 0.2007
H22 1.6806 -2.2332 4.2991
H23 0.3937 -1.0671 3.8954
H24 2.0926 -0.6878 3.5134
H25 0.6962 -4.6625 2.8517
H26 0.0294 -4.5201 1.2026
H27 -0.8226 -3.7724 2.5698
H28 3.3265 -3.7000 1.9774
H29 3.6393 -2.0884 1.3000
H30 2.8941 -3.3535 0.2860

Properties
Total charge: +2
Expectation value of S²: 3.783
Lowest unoccupied orbital energy (alpha / beta), eV: -5.664 / -7.407
Relative energy (zero: lowest compared OMol25 entry of this formula, charge and spin), eV: 0.327
HOMO energy (alpha / beta), eV: -12.790 / -12.917
2S+1: 4


Here is a structure of composition C27H30BrF15NO7PS2Ti from the OMol25 dataset. Energies are from wB97M-V/def2-TZVPD.

Element x y z (Å)
Ti1 -0.0402 0.2118 -1.0999
C1 -0.8743 2.1945 -0.9361
C2 -0.9213 2.4870 0.4882
C3 -2.1361 2.1098 0.9793
C4 -2.9213 1.6018 -0.1056
C5 -2.1949 1.6864 -1.2698
H1 -0.2808 2.7817 -1.6302
H2 -0.0783 2.8467 1.0595
H3 -2.4333 2.0544 2.0148
H4 -3.9043 1.1690 0.0060
H5 -2.5219 1.4031 -2.2601
C6 3.1406 -0.4277 5.4055
C7 3.3231 -0.6031 3.8992
C8 4.4015 0.3614 3.4000
P1 1.8315 -0.5209 2.7573
C9 0.5574 0.6038 3.5061
C10 -0.1497 0.2390 4.8096
C11 1.1137 2.0286 3.5540
C12 1.1002 -2.2217 2.8921
C13 1.0781 -2.9162 4.2520
C14 1.8014 -3.1207 1.8704
H6 4.0952 -0.5925 5.9194
H7 2.4089 -1.1170 5.8204
H8 2.8155 0.5859 5.6421
H9 3.6945 -1.6211 3.7194
H10 4.0727 1.3990 3.4974
H11 4.6285 0.1868 2.3484
H12 5.3259 0.2486 3.9780
H13 -0.2194 0.5771 2.7297
H14 0.5306 0.2018 5.6609
H15 -0.6872 -0.7012 4.7237
H16 -0.9162 0.9901 5.0164
H17 1.8238 2.1557 4.3773
H18 0.2990 2.7405 3.7098
H19 1.6257 2.2927 2.6251
H20 0.0669 -2.0803 2.5599
H21 2.0930 -3.1312 4.6031
H22 0.5538 -3.8705 4.1550
H23 0.5639 -2.3333 5.0143
H24 2.8568 -3.2621 2.1402
H25 1.7529 -2.6941 0.8688
H26 1.3222 -4.1020 1.8406
F1 0.2923 2.8219 -4.6610
C15 1.2303 1.8729 -4.5249
F2 2.0252 2.2385 -3.5188
F3 1.9686 1.8732 -5.6515
C16 0.5720 0.4881 -4.2320
O1 0.1372 0.4642 -2.9720
C17 1.6258 -0.6417 -4.4695
F4 2.8124 -0.3011 -3.9366
F5 1.8329 -0.8720 -5.7847
F6 1.2332 -1.7777 -3.9131
C18 -0.6317 0.2749 -5.2038
F7 -0.9931 -1.0068 -5.2390
F8 -0.3469 0.6490 -6.4659
F9 -1.6851 0.9829 -4.8091
Br1 8.4233 0.1891 0.5117
C19 6.5592 0.2094 0.1289
C20 5.9085 1.4255 0.0364
C21 4.5482 1.4320 -0.2310
C22 3.8692 0.2387 -0.4111
C23 4.5390 -0.9707 -0.3181
C24 5.8962 -0.9926 -0.0397
C25 2.4111 0.2507 -0.6924
O2 1.8285 -0.8006 -1.0772
O3 1.7371 1.3097 -0.5733
H27 6.4531 2.3475 0.1823
H28 3.9961 2.3601 -0.2924
H29 3.9796 -1.8877 -0.4481
H30 6.4306 -1.9276 0.0509
F10 -2.9710 -1.3050 4.3281
C26 -3.1535 -0.2542 3.3832
F11 -4.3323 -0.7033 2.7481
F12 -3.7185 0.7423 4.2521
S1 -1.7384 -1.5236 -0.0861
O4 -0.7350 -0.4722 0.5282
O5 -1.1947 -1.3167 -1.5461
N1 -1.0938 -2.8831 0.4366
S2 -1.9004 -4.2280 0.4217
O6 -1.4659 -5.0854 1.4859
O7 -3.3017 -4.1176 0.1226
C27 -1.2018 -5.0494 -1.0784
F13 -1.7467 -6.2724 -1.2249
F14 0.1243 -5.2063 -0.9882
F15 -1.4628 -4.3512 -2.1868

Properties
Total charge: -2
Lowest unoccupied orbital energy, eV: 3.274
Relative energy (zero: lowest compared OMol25 entry of this formula, charge and spin), eV: 1.387
HOMO energy, eV: -1.591


Here is a structure of composition C27H30CaN3O5S at a distorted geometry from the OMol25 dataset. Energies are from wB97M-V/def2-TZVPD.

Element x y z (Å)
Ca1 -1.1468 -1.6755 -0.1842
O1 -5.4441 -1.2901 -1.3156
C1 -4.1399 -1.3275 -1.1477
O2 -3.5832 -1.9517 -0.2557
C2 -3.3561 -0.5151 -2.1213
C3 -3.8661 0.3486 -3.0728
C4 -2.9550 1.0940 -3.8208
C5 -1.5947 0.9656 -3.5858
C6 -1.1750 0.0613 -2.6157
N1 -2.0487 -0.6576 -1.9256
C7 0.2703 -0.1140 -2.1167
O3 1.1053 0.7153 -2.4434
O4 0.4171 -1.0932 -1.3078
H1 -5.8952 -1.8062 -0.6324
H2 -4.9337 0.4427 -3.2105
H3 -3.3103 1.7867 -4.5714
H4 -0.8637 1.5603 -4.1152
C8 2.3301 -3.4406 0.1946
C9 0.9025 -3.5721 0.6386
C10 0.4522 -2.9264 1.7915
C11 -0.8714 -3.0421 2.2218
C12 -1.3294 -2.3701 3.4889
C13 -1.7518 -3.8294 1.4767
C14 -1.3279 -4.4920 0.3217
C15 -2.2535 -5.4244 -0.4095
C16 -0.0036 -4.3406 -0.0939
H5 2.4043 -2.6351 -0.5403
H6 2.6809 -4.3587 -0.2741
H7 2.9837 -3.2055 1.0331
H8 1.1626 -2.3818 2.4019
H9 -1.8412 -1.4307 3.2650
H10 -0.4852 -2.1473 4.1391
H11 -2.0255 -3.0066 4.0334
H12 -2.7649 -3.9746 1.8326
H13 -2.1540 -6.4312 0.0004
H14 -2.0109 -5.4764 -1.4702
H15 -3.2938 -5.1220 -0.2967
H16 0.3462 -4.8812 -0.9660
C17 1.3376 2.1317 3.4290
C18 2.3614 1.3142 2.6470
C19 1.7370 0.5459 1.4797
N2 1.1842 1.4505 0.4852
C20 -0.0938 1.7034 0.2796
S1 -1.3713 0.8163 0.9767
N3 -0.4870 2.7422 -0.5236
C21 0.2077 3.5997 -1.4234
O5 -0.4113 4.0270 -2.3612
C22 1.5942 4.0079 -1.0780
C23 1.8416 4.6376 0.1421
C24 3.1244 5.0524 0.4548
C25 4.1622 4.8344 -0.4431
C26 3.9106 4.2262 -1.6654
C27 2.6247 3.8264 -1.9949
H17 1.8150 2.6223 4.2763
H18 0.5414 1.4886 3.8065
H19 0.8810 2.9013 2.8048
H20 2.8229 0.5803 3.3119
H21 3.1594 1.9589 2.2694
H22 0.9327 -0.0875 1.8442
H23 2.4915 -0.0713 0.9879
H24 1.8494 1.9707 -0.0686
H25 -1.4794 2.7415 -0.7119
H26 1.0234 4.8094 0.8318
H27 3.3159 5.5495 1.3967
H28 5.1666 5.1498 -0.1933
H29 4.7174 4.0759 -2.3701
H30 2.4111 3.3398 -2.9364

Properties
Total charge: +1
Lowest unoccupied orbital energy, eV: -3.316
Relative energy (zero: lowest compared OMol25 entry of this formula, charge and spin), eV: 0.359
HOMO energy, eV: -11.682


Here is a structure of composition C27H30ClIN8O4RuS2 at a distorted geometry from the OMol25 dataset. Energies are from wB97M-V/def2-TZVPD.

Element x y z (Å)
Ru1 0.3650 -0.4447 -0.0073
N1 -0.1934 -1.8070 7.3685
C1 -0.6032 -1.9540 6.0701
C2 -0.7250 -3.2290 5.5004
C3 -1.1387 -3.3779 4.1924
C4 -1.4173 -2.2550 3.4178
C5 -1.3046 -0.9847 3.9740
C6 -0.8888 -0.8319 5.2799
S1 -2.0660 -2.4506 1.8113
O1 -2.3824 -3.8400 1.6537
O2 -3.0553 -1.4257 1.6357
N2 -0.8636 -2.0669 0.7549
C7 0.5838 -2.3184 -1.0079
N3 0.4890 -2.4564 -2.3779
C8 1.6143 -2.4897 -2.9810
C9 2.9121 -2.6149 -2.3034
C10 2.9539 -2.7391 -0.9813
N4 1.7625 -2.6071 -0.2659
H1 -0.1634 -2.6089 7.9711
H2 -0.2782 -0.9135 7.8172
H3 -0.5255 -4.1049 6.1072
H4 -1.2754 -4.3662 3.7702
H5 -1.5777 -0.1250 3.3772
H6 -0.8187 0.1583 5.7179
H7 1.5748 -2.4772 -4.0684
H8 3.8210 -2.6739 -2.8827
H9 3.8531 -2.9273 -0.4089
Cl1 -1.8279 0.8449 -6.3793
C11 -0.8511 0.6511 -4.9547
C12 0.4975 0.8047 -5.0307
C13 1.3074 0.6561 -3.8769
I1 3.3732 0.8512 -4.0314
C14 0.7632 0.3625 -2.6559
O3 1.4581 0.2017 -1.5308
C15 -0.6285 0.2212 -2.5968
N5 -1.1259 -0.0567 -1.3561
C16 -2.4161 -0.2442 -1.1877
C17 -3.3130 -0.1636 -2.2684
C18 -2.8432 0.1282 -3.5150
C19 -1.4598 0.3366 -3.7156
H10 0.9562 1.0404 -5.9818
H11 -2.7568 -0.4623 -0.1857
H12 -4.3646 -0.3383 -2.0926
H13 -3.5157 0.2011 -4.3594
C20 0.3251 1.5729 2.5825
C21 -0.5011 2.1359 1.4425
O4 0.1687 2.0249 0.1748
C22 1.3593 2.8563 0.1451
C23 1.5864 3.3814 -1.2498
H14 -0.2575 1.5351 3.5014
H15 1.2164 2.1710 2.7670
H16 0.6557 0.5488 2.3703
H17 -0.7271 3.1879 1.6279
H18 -1.4418 1.5969 1.3314
H19 2.2156 2.2754 0.4898
H20 1.2025 3.6900 0.8337
H21 1.7443 2.5674 -1.9496
H22 2.4777 4.0123 -1.2562
H23 0.7330 3.9761 -1.5803
C24 -2.5921 -6.5030 -1.0770
C25 -1.0966 -6.3761 -1.3710
C26 -0.4975 -5.1652 -0.7183
N6 -1.1245 -4.0652 -0.6484
N7 -0.3116 -3.0478 -0.0555
C27 1.1532 -3.6498 0.5779
N8 1.3848 -3.5319 1.9096
S2 1.1263 -5.3322 -0.0234
H24 -2.9819 -7.4067 -1.5428
H25 -3.1345 -5.6416 -1.4646
H26 -2.7726 -6.5507 -0.0026
H27 -0.9241 -6.2867 -2.4462
H28 -0.5514 -7.2600 -1.0352
H29 1.3726 -2.5892 2.2756
H30 0.9365 -4.2100 2.5079

Properties
Total charge: +1
Expectation value of S²: 0.763
Lowest unoccupied orbital energy (alpha / beta), eV: -3.092 / -3.552
Relative energy (zero: lowest compared OMol25 entry of this formula, charge and spin), eV: 3.531
HOMO energy (alpha / beta), eV: -10.316 / -10.342
2S+1: 2